Entry w
Entry from the Open Molecules 2025 dataset: 2 unconnected molecules or ions with the total composition C12H17N (ωB97M-V with the def2-TZVPD basis set).

Each line ends with the natural charge from an NBO analysis.
Cartesian coordinates (Å):
1 H -1.952 2.618 -0.653  0.2275
2 C -0.464 -0.923 -1.346  0.1517
3 C 0.181 1.248 -0.979  -0.0849
4 C 0.783 0.812 -2.158  -0.1573
5 C 0.247 2.689 -0.520  -0.4301
6 H 1.496 -1.809 0.432  0.2163
7 H 1.989 -0.205 1.067  0.1974
8 N 0.357 -0.495 -2.381  -0.5632
9 C -2.115 -1.093 0.855  -0.2572
10 H 0.800 2.794 0.421  0.1952
11 H -1.701 1.086 1.148  0.1861
12 C -1.124 3.326 -0.599  -0.6128
13 C -0.582 0.162 -0.470  -0.1412
14 H 1.315 1.320 -2.946  0.1799
15 H 0.961 3.156 -1.212  0.1940
16 C 1.579 -1.186 1.316  -0.6321
17 H -2.421 -3.139 0.166  0.1766
18 H 3.440 -2.000 2.180  0.1786
19 C -0.944 -2.205 -1.028  -0.4487
20 H -0.558 -3.134 -1.423  0.1867
21 H 0.195 -0.928 -3.273  0.3836
22 C 2.391 -1.826 2.446  -0.6030
23 H 2.089 -2.844 2.718  0.1882
24 H -2.889 -1.220 1.611  0.1781
25 H -1.371 3.949 0.276  0.1887
26 H 2.330 -1.196 3.336  0.1879
27 C -1.899 -2.193 0.044  -0.3024
28 H -1.283 4.015 -1.433  0.1922
29 C -1.453 0.143 0.685  -0.4092
30 H 0.603 -0.923 1.719  0.2335

Output
⟨S²⟩: 0.768
Spin multiplicity: 2
HOMO level (spin up / spin down), eV: 0.4 / -2.8
E_LUMO (spin up / spin down), eV: 3.8 / 3.7
Frontier orbital gap (spin up / spin down), eV: 3.40 / 6.52
Charge: -1

Entry x
Entry from the Open Molecules 2025 dataset: 2 unconnected molecules or ions with the total composition C12H17N (ωB97M-V with the def2-TZVPD basis set).

Each line ends with the natural charge from an NBO analysis.
Cartesian coordinates (Å):
1 H -1.872 -1.523 -2.887  0.1887
2 C -0.694 1.006 2.210  -0.2477
3 H 0.914 1.846 -1.609  0.2119
4 H 0.668 3.986 -0.185  0.2124
5 H 0.707 1.621 3.696  0.1757
6 H -0.765 2.070 -1.199  0.2305
7 C 0.423 3.907 -1.247  -0.6032
8 C -1.056 0.048 1.229  -0.4224
9 C -0.981 -1.947 -2.411  -0.6030
10 H -0.325 -1.066 -2.463  0.2083
11 H -2.124 -1.780 -0.637  0.2012
12 C -1.253 -2.357 -0.959  -0.4162
13 H 2.138 -0.483 3.460  0.1791
14 H -2.075 0.121 0.839  0.1735
15 H 1.316 4.297 -1.745  0.1850
16 H -1.651 -3.373 -0.946  0.1843
17 N 1.605 -2.326 1.419  -0.5578
18 C -0.214 -1.058 0.981  -0.0692
19 H 2.592 -2.479 1.519  0.3749
20 C -0.154 -2.111 0.027  -0.1412
21 C 1.309 -0.276 2.791  -0.4238
22 H 1.349 -3.714 -0.268  0.1760
23 H -0.042 2.515 -2.825  0.1839
24 H -1.381 1.820 2.410  0.1789
25 H -0.357 4.640 -1.474  0.1853
26 C 0.949 -2.893 0.302  -0.1908
27 H -0.519 -2.714 -3.029  0.1879
28 C 0.975 -1.161 1.772  0.1630
29 C 0.452 0.862 2.963  -0.3099
30 C 0.068 2.521 -1.734  -0.6154

Output
⟨S²⟩: 0.771
Spin multiplicity: 2
HOMO level (spin up / spin down), eV: 0.6 / -2.9
E_LUMO (spin up / spin down), eV: 3.7 / 3.7
Frontier orbital gap (spin up / spin down), eV: 3.08 / 6.54
Charge: -1

Unit: hartree. Relative energies: entry w 0.0102; entry x 0.0000.

Entry w
Entry from the Open Molecules 2025 dataset: a molecular structure, C4H9N3O (ωB97M-V with the def2-TZVPD basis set).

Each line ends with the natural charge from an NBO analysis.
Cartesian coordinates (Å):
1 C 1.051 -1.057 -0.180  -0.0339
2 H -0.733 -1.886 0.754  0.3545
3 H -2.593 -1.612 0.867  0.3644
4 H -0.893 2.648 0.486  0.2291
5 O 0.514 1.213 -0.739  -0.5086
6 C 0.206 0.011 -0.319  0.1771
7 H 0.691 -1.997 0.463  0.1919
8 H 3.073 -0.049 -0.387  0.4045
9 N -1.635 -1.819 0.047  -0.7977
10 C 0.176 2.259 0.350  -0.2868
11 H 2.892 -1.831 -0.754  0.3881
12 H -3.219 -0.001 -0.748  0.3288
13 N 2.495 -1.030 -0.288  -0.8710
14 H 0.706 1.872 1.280  0.1908
15 H 0.790 3.252 0.171  0.1993
16 C -1.315 -0.433 -0.269  0.3608
17 N -2.206 0.461 -0.733  -0.6912

Output
Spin multiplicity: 1
HOMO level, eV: -8.2
E_LUMO, eV: 0.7
Frontier orbital gap, eV: 8.99
Charge: 0

Entry x
Entry from the Open Molecules 2025 dataset: a single C4H9N3O molecule (ωB97M-V with the def2-TZVPD basis set).

Each line ends with the natural charge from an NBO analysis.
Cartesian coordinates (Å):
1 H 3.310 0.936 0.521  0.3808
2 N 2.023 -1.237 1.440  -0.7425
3 O 0.194 1.105 -0.395  -0.3933
4 H 1.857 1.453 -0.340  0.4140
5 H -1.155 -0.465 1.711  0.1549
6 H -1.557 1.912 -1.122  0.2216
7 C 1.670 -0.298 0.780  0.5513
8 H -1.109 -1.711 0.459  0.2252
9 H -2.803 0.277 -0.034  0.2260
10 H 1.316 -2.132 1.417  0.3554
11 C -1.872 -0.116 -0.570  -0.4480
12 N 0.468 -0.067 0.175  -0.2011
13 C -1.036 0.910 -1.246  -0.0879
14 H -2.266 -1.004 -1.213  0.2188
15 C -0.818 -0.640 0.451  -0.2338
16 H -0.672 0.499 -2.094  0.1972
17 N 2.452 0.578 0.061  -0.8383

Output
Spin multiplicity: 1
HOMO level, eV: -8.1
E_LUMO, eV: 0.7
Frontier orbital gap, eV: 8.84
Structure (SMILES): [H]/N=C(/N)N1CCCO1
Charge: 0

Unit: hartree. Relative energies: entry w 0.0000; entry x 0.0127.

Entry w
Entry from the Open Molecules 2025 dataset: a single C4H9N3O molecule (ωB97M-V with the def2-TZVPD basis set).

Each line ends with the natural charge from an NBO analysis.
Cartesian coordinates (Å):
1 H 1.315 0.816 -1.292  0.2327
2 H -1.614 0.681 1.487  0.4047
3 C -0.913 0.155 -0.307  0.6783
4 H -2.446 1.407 0.190  0.3818
5 H 1.700 -0.836 2.331  0.4895
6 H 1.120 -1.836 -0.789  0.1593
7 O 1.706 0.007 1.855  -0.6336
8 H -1.459 1.093 -2.051  0.3681
9 N -1.408 0.175 -1.627  -0.8142
10 H 0.896 -2.280 0.927  0.1910
11 N -1.577 1.037 0.543  -0.8341
12 H 1.181 1.907 0.183  0.2268
13 C 1.272 -0.173 0.601  0.5107
14 H -0.934 -0.492 -2.218  0.3870
15 N -0.650 -1.091 0.223  -0.7619
16 C 1.077 0.920 -0.242  -0.6812
17 C 0.732 -1.490 0.185  -0.3049

Output
Spin multiplicity: 1
HOMO level, eV: -7.1
E_LUMO, eV: 0.7
Frontier orbital gap, eV: 7.78
Structure (SMILES): C=C(O)CN=C(N)N
Charge: 0

Entry x
Entry from the Open Molecules 2025 dataset: 2 unconnected molecules or ions with the total composition C4H9N3O (ωB97M-V with the def2-TZVPD basis set).

Each line ends with the natural charge from an NBO analysis.
Cartesian coordinates (Å):
1 C 0.963 2.313 -0.337  0.5369
2 H 1.719 1.696 1.501  0.3987
3 C -0.321 -1.059 -0.538  0.1022
4 N -1.977 -1.508 1.199  -0.6417
5 H -2.118 -2.095 2.028  0.3442
6 H -0.857 0.639 -1.461  0.4125
7 H 1.652 -1.814 -0.296  0.2002
8 H 1.357 -0.710 -1.753  0.2036
9 O -0.011 2.393 -1.067  -0.6326
10 H -0.008 1.603 1.308  0.4067
11 H -2.073 -0.170 -0.640  0.3913
12 H -0.128 -2.479 1.163  0.1639
13 C 0.965 -1.205 -0.870  -0.4688
14 C -0.813 -1.755 0.689  0.0991
15 H 1.992 2.532 -0.666  0.1170
16 N 0.894 1.902 0.957  -0.8149
17 N -1.234 -0.283 -1.217  -0.8182

Output
Spin multiplicity: 1
HOMO level, eV: -8.4
E_LUMO, eV: 0.7
Frontier orbital gap, eV: 9.13
Structure (SMILES): [H]/N=C/C(=C)N.NC=O
Charge: 0

Unit: hartree. Relative energies: entry w 0.1057; entry x 0.0000.

Entry w
Entry from the Open Molecules 2025 dataset: a gas-phase ion, C2H6ClNO2P (charge -1) (ωB97M-V with the def2-TZVPD basis set).

Each line ends with the natural charge from an NBO analysis.
Cartesian coordinates (Å):
1 O -1.824 0.318 -1.922  -1.1278
2 N 0.277 0.150 -0.049  -0.7752
3 O -1.886 1.801 0.224  -1.1533
4 H 1.462 -1.593 -0.224  0.1574
5 C 0.796 -0.902 -0.935  -0.3957
6 H 1.782 0.816 1.093  0.1609
7 C 0.761 0.536 1.200  -0.3881
8 H 0.016 -1.465 -1.512  0.2336
9 Cl -2.335 -0.884 0.707  -0.5141
10 H 0.734 -0.284 2.014  0.1439
11 P -1.381 0.592 -0.507  2.2445
12 H 0.177 1.352 1.511  0.2405
13 H 1.420 -0.437 -1.600  0.1733

Output
Spin multiplicity: 1
HOMO level, eV: -4.8
E_LUMO, eV: 3.9
Frontier orbital gap, eV: 8.65
Structure (SMILES): CN(C)[P@@](=O)([O-])Cl
Charge: -1

Entry x
Entry from the Open Molecules 2025 dataset: a gas-phase ion, C2H6ClNO2P (charge -1) (ωB97M-V with the def2-TZVPD basis set).

Each line ends with the natural charge from an NBO analysis.
Cartesian coordinates (Å):
1 H 0.729 -0.195 -1.609  0.1741
2 O -3.015 -1.733 -0.472  -1.1348
3 H 0.636 1.632 0.064  0.1606
4 H -0.780 -1.552 -1.638  0.2405
5 H 0.436 0.544 1.431  0.1468
6 C -0.112 0.976 0.539  -0.4305
7 N -0.783 0.211 -0.430  -0.6909
8 C 0.014 -0.835 -1.073  -0.4413
9 P -2.502 -0.582 0.352  2.1754
10 H 0.589 -1.424 -0.334  0.1501
11 O -2.586 -0.514 1.807  -1.1262
12 Cl -3.572 0.990 -0.492  -0.4411
13 H -0.884 1.572 1.143  0.2173

Output
Spin multiplicity: 1
HOMO level, eV: -4.6
E_LUMO, eV: 3.9
Frontier orbital gap, eV: 8.52
Structure (SMILES): CN(C)[P@@](=O)([O-])Cl
Charge: -1

Unit: hartree. Relative energies: entry w 0.0000; entry x 0.0263.